156
Properties=species:S:1:pos:R:3:forces:R:3 method="wB97M-V/def2-TZVPD" homo_lumo_gap_ev="1.9746 / 4.1971" charge=-1 total_energy_ha=-3785.16790 homo_energy_ev="-1.3 / -3.6" multiplicity=2
C 6.067096 4.219273 -0.238658 -1.0 3.9 -1.7
O 4.912244 3.773446 0.551837 0.3 -1.5 -0.2
O 5.807164 5.552924 -0.636080 1.5 -3.2 1.3
C 7.520821 3.902177 0.476228 -2.3 2.4 -0.6
F 7.545796 4.330249 1.729995 0.1 0.1 1.2
F 7.903803 2.640168 0.468044 0.0 -1.3 -0.1
F 8.497799 4.596270 -0.160448 -0.2 -0.2 -0.3
C 3.692162 3.497170 -0.191216 2.0 0.4 1.0
C 2.647247 3.043462 0.772266 -1.0 0.6 0.4
H 1.706304 3.148560 0.232184 -0.3 -0.6 -0.1
H 2.755127 2.028574 1.154955 0.1 0.2 -0.1
H 2.504002 3.740446 1.597984 0.4 0.0 0.3
H 3.788390 2.656827 -0.878723 0.6 0.1 -0.6
H 3.406142 4.414088 -0.706527 0.0 0.0 -0.2
H 6.184993 3.642120 -1.155769 -0.3 -1.0 -0.3
C 2.557031 0.379093 5.131343 0.4 -2.4 2.4
O 2.524439 1.316691 6.294020 0.0 -1.6 -1.6
O 2.451525 -0.904238 5.656727 -1.4 1.5 -2.1
C 1.499302 0.858684 3.985127 3.3 0.0 0.9
F 1.354852 2.183892 4.016603 0.4 0.8 -0.5
F 2.049083 0.496669 2.746896 -0.9 0.4 1.2
F 0.279945 0.411627 4.028229 -1.6 -1.5 0.0
C 3.618655 2.155956 6.538267 -0.9 2.6 -0.5
C 3.001916 3.108339 7.568602 0.9 -0.5 0.4
H 2.824169 2.595657 8.513939 -0.3 -0.3 -0.1
H 3.688210 3.907444 7.848865 -0.2 0.4 -0.4
H 2.049039 3.407617 7.132093 0.2 0.5 0.3
H 3.824756 2.792647 5.677884 -0.3 0.1 -0.6
H 4.654955 1.898535 6.757179 -0.2 -1.6 0.7
H 3.541158 0.441335 4.666884 0.1 0.7 -0.4
C -3.363782 -6.397816 1.130635 0.2 -0.7 4.0
O -4.615899 -5.852878 0.854715 0.2 2.9 -2.2
O -3.488896 -6.835466 2.468504 1.5 -0.7 -3.4
C -2.949110 -7.309714 -0.149412 -0.8 -0.4 3.9
F -1.606132 -7.517189 -0.140514 -0.1 -0.5 -0.1
F -3.615922 -8.473071 -0.057806 0.5 -0.7 -0.2
F -3.242953 -6.835720 -1.327079 -0.3 1.2 -1.7
C -4.518249 -4.480541 0.309457 -1.8 -1.8 0.8
C -5.974023 -4.130336 0.142055 -0.5 0.6 -0.1
H -6.538034 -4.979178 -0.244544 0.2 0.1 -0.6
H -6.508309 -3.896424 1.062890 0.4 0.1 0.3
H -6.010073 -3.245847 -0.493934 -0.5 0.0 -0.3
H -4.034229 -4.397764 -0.663667 0.3 -0.4 0.0
H -4.074850 -3.754870 0.991301 0.5 -0.3 0.3
H -2.575026 -5.646320 1.165519 0.4 0.8 -0.7
C -1.967883 -1.430775 0.305567 0.2 0.5 -0.2
C -1.484559 0.010319 0.214094 -2.2 1.4 0.2
C -0.039307 0.216004 -0.048029 0.9 -0.4 -0.4
O -2.347051 0.825797 -0.575963 0.0 -0.2 -1.1
H -1.756146 -1.928815 -0.640589 -0.3 -0.3 0.0
H -3.034566 -1.342767 0.511841 -0.1 -0.4 -0.3
H -1.514134 -1.991795 1.122556 0.1 0.0 0.0
H -1.742360 0.434317 1.184597 0.8 -0.2 1.2
H 0.238390 1.265384 -0.146933 -0.1 0.1 0.6
H 0.323417 -0.215607 -0.980897 -0.3 -0.4 -0.4
H 0.529492 -0.311737 0.717513 0.3 0.4 0.2
C -0.088076 4.227991 -1.467345 1.3 0.0 1.1
O -0.565827 3.559529 -2.592069 -1.8 -0.3 -1.1
C -2.006319 3.592776 -2.627986 0.4 0.6 1.0
C -2.608616 2.731271 -3.653677 1.0 -3.0 -1.1
N -2.014592 1.301859 -3.417435 -0.6 0.9 -1.4
H -1.017369 1.344093 -3.571887 0.6 0.0 -0.6
H -2.024581 1.024035 -2.446446 -0.8 -0.1 2.6
C -2.643389 0.224742 -4.233229 1.2 0.1 -0.1
C -1.773313 -1.060611 -4.190347 1.2 0.6 0.4
O -0.351678 -0.756132 -4.345391 -1.3 1.4 -0.7
C 0.515142 -1.884961 -4.570822 -1.5 0.1 0.4
H -0.258893 3.718659 -0.518927 -0.7 -0.4 -0.1
H -0.452474 5.246192 -1.331031 -0.1 0.2 -0.4
H 1.000471 4.204003 -1.518412 0.0 0.4 -0.4
H -2.385530 4.593777 -2.833637 0.2 0.4 0.4
H -2.368194 3.195543 -1.679643 -0.1 0.3 0.4
H -2.387131 2.974324 -4.692888 0.5 0.1 0.0
H -3.690910 2.602815 -3.669238 0.0 0.3 0.8
H -2.744225 0.670594 -5.222744 -0.1 -0.4 -0.2
H -3.619839 0.009412 -3.799316 0.0 0.0 -0.1
H -2.142730 -1.756818 -4.943298 0.1 -0.1 -0.1
H -1.903847 -1.487264 -3.195849 -0.1 -0.3 0.1
H 1.528232 -1.612662 -4.866805 -0.2 0.5 0.4
H 0.081672 -2.435448 -5.405792 0.1 -0.6 0.1
H 0.453764 -2.394544 -3.609231 0.6 -0.8 -0.4
C -0.742459 4.564735 2.254276 0.3 0.1 0.6
O -2.019814 3.947231 2.147224 -0.2 -0.3 1.0
C -2.140733 2.804346 3.017598 -0.2 0.8 -1.0
C -3.594874 2.360861 2.957186 1.4 -1.6 -0.7
N -4.054323 2.205671 1.510624 -1.9 2.6 1.3
H -3.811285 3.087293 1.081929 0.3 0.7 -0.4
H -3.506010 1.569358 0.949771 0.8 -1.5 -1.1
C -5.616804 2.120947 1.333587 2.2 -0.1 0.8
C -6.114545 2.720145 -0.001865 0.8 -1.1 -0.1
O -5.102003 3.563148 -0.482368 0.4 -0.8 1.4
C -5.392093 4.456107 -1.501776 -0.5 -0.1 0.2
H 0.011869 4.017416 1.688994 0.0 0.1 -0.2
H -0.413135 4.581196 3.293207 0.0 -0.2 0.2
H -0.802493 5.619496 1.986038 -0.2 -0.2 -0.5
H -2.001016 2.985182 4.083376 0.4 0.6 0.1
H -1.387461 2.067360 2.739123 -0.3 -0.4 -0.2
H -4.181800 3.025874 3.590723 -0.5 0.0 -0.7
H -3.535126 1.365152 3.396613 -0.7 -0.1 0.1
H -5.981046 2.711005 2.174581 -0.1 -0.3 0.0
H -5.696062 1.044734 1.487165 -1.2 0.2 -0.2
H -7.064933 3.243388 0.103467 -0.1 0.1 0.3
H -6.257597 1.866309 -0.664131 -0.2 0.1 -0.4
H -6.292335 5.014219 -1.244546 0.1 0.6 0.0
H -5.646824 3.911519 -2.410973 0.4 0.1 -0.5
H -4.477473 5.049046 -1.501511 -0.4 0.4 -0.8
C 1.797747 -1.103194 -7.855790 0.4 -0.7 -1.1
O 2.813258 -1.743728 -7.084586 -0.5 0.9 0.8
C 4.123702 -1.740707 -7.625404 0.0 -1.1 1.0
C 5.072061 -2.376358 -6.566983 -0.6 0.7 0.2
N 4.821339 -1.799980 -5.146650 1.2 0.9 -2.4
H 3.862369 -1.756630 -4.832638 -1.0 0.1 -0.5
H 5.224050 -2.375517 -4.420932 1.3 -1.5 1.1
C 5.403133 -0.412768 -5.084406 -0.9 0.3 1.2
C 4.850906 0.304642 -3.822615 -0.9 0.2 -1.1
O 3.430759 0.128765 -3.886498 -0.6 0.2 0.4
C 2.604692 1.062026 -3.145618 0.9 -0.1 -0.1
H 2.265858 -0.540840 -8.663702 -0.1 0.2 -0.1
H 1.080860 -0.448570 -7.360179 0.6 0.0 0.8
H 1.193298 -1.885666 -8.314555 -0.1 -0.1 -0.2
H 4.477104 -0.757280 -7.935359 -0.2 0.2 0.1
H 4.113493 -2.396198 -8.496230 0.3 -0.1 -0.3
H 6.098472 -2.111902 -6.821227 0.1 0.2 0.2
H 5.083510 -3.466230 -6.554848 -0.6 0.1 0.3
H 5.051477 0.036288 -6.013277 0.1 0.5 0.4
H 6.492370 -0.399571 -5.045934 -0.1 -0.5 -0.1
H 5.086559 1.363306 -3.931308 0.1 0.2 0.1
H 5.233147 -0.058699 -2.868686 0.2 -0.2 -0.2
H 1.557355 0.776531 -3.244008 0.2 -0.1 -0.4
H 2.790092 2.073503 -3.507047 -0.2 0.1 -0.2
H 2.810513 1.100590 -2.075927 0.3 -0.4 0.1
C -2.472019 -1.195295 4.837458 1.4 -0.3 -0.8
O -1.790309 -2.476490 4.575789 -0.8 1.3 -0.3
C -0.923094 -2.896955 5.623661 -1.6 0.5 0.6
C 0.143463 -3.885421 5.228975 0.6 1.2 -0.9
N 1.197269 -3.173369 4.348351 -3.0 -0.8 -1.1
H 1.533639 -2.362660 4.848060 1.1 1.7 0.9
H 1.952285 -3.823938 4.184605 0.2 -0.1 -0.3
C 0.693658 -2.660810 2.946484 1.4 -0.4 0.6
C 0.163462 -3.810039 2.097113 -0.4 0.8 -0.5
O 0.844778 -4.959343 2.319349 2.1 -1.3 2.2
C 0.148451 -6.171161 2.168273 -0.1 -0.4 -0.2
H -3.277930 -1.008738 4.127680 -0.2 -0.9 0.0
H -1.782093 -0.389513 4.586846 0.4 0.0 0.3
H -2.818530 -1.002901 5.852851 0.0 -0.6 0.2
H -1.611246 -3.344462 6.340796 0.3 -0.6 0.4
H -0.519405 -2.032656 6.151049 0.6 0.1 -0.2
H -0.206845 -4.769050 4.695507 -0.1 0.2 0.1
H 0.657498 -4.143917 6.154739 0.1 -0.2 -0.1
H 1.610557 -2.207094 2.570266 0.1 -0.3 -0.3
H -0.016549 -1.834223 2.967580 -0.1 -0.4 0.8
H 0.405648 -3.625532 1.050497 -0.9 1.0 -0.4
H -0.896553 -3.948784 2.309740 -0.3 0.1 -0.3
H 0.772924 -6.964236 2.579590 0.3 0.0 -0.5
H -0.045239 -6.277577 1.100904 -0.3 -0.6 0.2
H -0.761246 -6.255454 2.762773 -0.5 0.5 -0.2

***

8
Properties=species:S:1:pos:R:3:forces:R:3 method="wB97M-V/def2-TZVPD" e_above_lowest_kcal_mol=22.81 homo_lumo_gap_ev=11.1861 total_energy_ha=-1090.26633 homo_energy_ev=-10.6
N -0.080835 -1.706282 -0.173831 -0.1 -0.3 0.3
C -0.213390 -0.680549 -0.848266 0.4 -0.5 0.0
Cl 1.037945 0.211377 -1.684197 0.2 0.0 0.0
Cl -1.761759 -0.036419 -1.110768 -0.7 0.4 -0.3
H 0.850174 -2.070048 -0.021272 0.2 0.2 -0.2
O 0.008205 1.053967 1.222503 0.1 -0.1 0.1
H 0.769401 1.579801 0.961416 -0.1 0.2 0.1
H -0.609741 1.648153 1.654415 0.0 0.1 0.0

***

18
Properties=species:S:1:pos:R:3:forces:R:3 method="wB97M-V/def2-TZVPD" e_above_lowest_kcal_mol=111.17 homo_lumo_gap_ev=9.8353 total_energy_ha=-343.95955 homo_energy_ev=-8.9
C -1.531736 -0.858807 -0.471413 0.1 1.9 0.6
C -1.610855 0.727402 -0.476332 3.5 -0.6 -1.3
C -0.392661 1.101897 0.420850 1.8 0.2 0.6
N -0.080003 -0.084430 1.304098 -3.6 -0.3 2.0
C -0.109761 -1.069577 0.260649 -1.8 -3.5 -0.7
C 1.056913 -0.624103 -0.616490 -5.3 -0.4 -3.7
N 1.997428 -0.107583 0.208947 5.9 3.3 -1.6
C 1.076479 0.869931 -0.430518 -3.5 -0.1 2.9
H -2.504212 -1.092512 0.095885 1.9 -0.9 -0.8
H -1.413804 -1.279012 -1.467281 -0.8 -0.1 -0.1
H -2.358636 1.214351 0.032749 -2.6 0.3 1.0
H -1.531896 1.277217 -1.441847 0.0 -0.8 0.3
H -0.751957 2.040060 1.019360 1.8 -1.4 -0.9
H -0.924173 -0.395418 1.930139 1.9 1.4 -1.2
H -0.064280 -2.239849 0.551250 0.3 2.8 -0.1
H 0.871057 -0.678532 -1.747199 1.6 -1.3 1.5
H 2.816016 0.211188 -0.450766 -0.9 -1.5 2.1
H 1.509642 1.406144 -1.234079 -0.2 1.0 -0.5

***

21
Properties=species:S:1:pos:R:3:forces:R:3 method="wB97M-V/def2-TZVPD" e_above_lowest_kcal_mol=60.30 homo_lumo_gap_ev=9.0496 total_energy_ha=-424.29992 homo_energy_ev=-8.3
C 0.082664 -2.242039 1.610731 0.0 0.3 -0.2
C 0.278529 -1.991034 0.123867 -1.1 1.1 -2.2
O 0.547139 -2.909766 -0.611224 0.1 0.6 0.4
C -0.099659 -0.382182 -0.704350 1.2 -6.0 2.4
C -0.458389 -0.609365 -2.121353 -0.2 0.2 0.0
C 0.162424 0.601449 0.071687 -1.1 5.8 -2.7
C 0.676455 0.899803 1.422261 0.0 -0.3 0.3
C -0.171507 2.122213 -0.899483 0.8 -2.2 1.9
O -0.418995 3.196134 -0.045063 -0.1 0.4 0.2
H 1.010495 -2.029703 2.141757 -0.1 0.2 0.1
H -0.735049 -1.639997 2.001044 0.1 0.2 0.1
H -0.148689 -3.295085 1.784328 0.1 0.1 -0.3
H -0.370506 -1.674691 -2.336910 0.1 0.1 0.0
H -1.490293 -0.313563 -2.317668 0.0 0.1 -0.1
H 0.205545 -0.062707 -2.790997 -0.1 0.0 -0.1
H 1.587427 0.340535 1.624775 0.0 -0.1 0.1
H 0.899987 1.963965 1.506462 0.0 -0.1 -0.1
H -0.062488 0.662685 2.189507 0.1 0.0 0.1
H 0.760295 2.326491 -1.426487 -0.1 0.0 0.0
H -0.988381 1.978879 -1.613944 0.1 -0.3 0.2
H -1.267006 3.057979 0.391060 0.1 0.0 -0.1

***

Copy entry 3 word for word.
18
Properties=species:S:1:pos:R:3:forces:R:3 method="wB97M-V/def2-TZVPD" e_above_lowest_kcal_mol=111.17 homo_lumo_gap_ev=9.8353 total_energy_ha=-343.95955 homo_energy_ev=-8.9
C -1.531736 -0.858807 -0.471413 0.1 1.9 0.6
C -1.610855 0.727402 -0.476332 3.5 -0.6 -1.3
C -0.392661 1.101897 0.420850 1.8 0.2 0.6
N -0.080003 -0.084430 1.304098 -3.6 -0.3 2.0
C -0.109761 -1.069577 0.260649 -1.8 -3.5 -0.7
C 1.056913 -0.624103 -0.616490 -5.3 -0.4 -3.7
N 1.997428 -0.107583 0.208947 5.9 3.3 -1.6
C 1.076479 0.869931 -0.430518 -3.5 -0.1 2.9
H -2.504212 -1.092512 0.095885 1.9 -0.9 -0.8
H -1.413804 -1.279012 -1.467281 -0.8 -0.1 -0.1
H -2.358636 1.214351 0.032749 -2.6 0.3 1.0
H -1.531896 1.277217 -1.441847 0.0 -0.8 0.3
H -0.751957 2.040060 1.019360 1.8 -1.4 -0.9
H -0.924173 -0.395418 1.930139 1.9 1.4 -1.2
H -0.064280 -2.239849 0.551250 0.3 2.8 -0.1
H 0.871057 -0.678532 -1.747199 1.6 -1.3 1.5
H 2.816016 0.211188 -0.450766 -0.9 -1.5 2.1
H 1.509642 1.406144 -1.234079 -0.2 1.0 -0.5